Formula: C75H165N7O11
Source: the OMol25 dataset
Level of theory: ωB97M-V/def2-TZVPD

Bonds (Å) are listed after each position.
CARTESIAN COORDINATES (ANGSTROEM)
1 C -0.22 4.73 -4.11  C2 1.542, H5 1.094, H6 1.102, H7 1.095
2 C -1.45 4.35 -3.26  C1 1.542, C3 1.509, O4 1.407, H8 1.106
3 C -2.16 3.14 -3.83  C2 1.509, H9 1.087, H10 1.090, H11 1.095
4 O -1.04 3.92 -1.98  C2 1.407, H12 0.966
5 H 0.50 3.91 -4.14  C1 1.094
6 H 0.29 5.61 -3.67  C1 1.102
7 H -0.48 5.01 -5.13  C1 1.095
8 H -2.15 5.20 -3.22  C2 1.106
9 H -3.00 2.89 -3.18  C3 1.087
10 H -1.51 2.28 -3.92  C3 1.090
11 H -2.60 3.36 -4.81  C3 1.095
12 H -0.46 4.60 -1.59  O4 0.966
13 C 3.67 5.76 -1.38  C14 1.548, H17 1.102, H18 1.102, H19 1.091
14 C 3.37 4.73 -0.26  C13 1.548, C15 1.537, O16 1.420, H20 1.091
15 C 4.66 4.02 0.19  C14 1.537, H21 1.093, H22 1.094, H23 1.094
16 O 2.70 5.31 0.86  C14 1.420, H24 0.970
17 H 4.32 6.59 -1.10  C13 1.102
18 H 2.71 6.17 -1.72  C13 1.102
19 H 4.11 5.27 -2.25  C13 1.091
20 H 2.68 4.00 -0.68  C14 1.091
21 H 5.43 4.64 0.67  C15 1.093
22 H 5.12 3.47 -0.63  C15 1.094
23 H 4.38 3.25 0.92  C15 1.094
24 H 3.29 6.01 1.16  O16 0.970
25 C -1.17 5.49 1.43  C26 1.505, H29 1.098, H30 1.084, H31 1.087
26 C -0.76 6.40 0.31  C25 1.505, C27 1.533, O28 1.425, H32 1.099
27 C -0.39 7.81 0.79  C26 1.533, H33 1.092, H34 1.092, H35 1.095
28 O 0.30 5.81 -0.45  C26 1.425, H36 0.963
29 H -0.28 5.30 2.04  C25 1.098
30 H -1.53 4.55 1.03  C25 1.084
31 H -1.94 5.96 2.04  C25 1.087
32 H -1.64 6.54 -0.34  C26 1.099
33 H 0.39 7.72 1.55  C27 1.092
34 H -1.27 8.23 1.29  C27 1.092
35 H -0.02 8.49 0.02  C27 1.095
36 H 1.04 5.70 0.15  O28 0.963
37 C 4.07 -1.70 -1.78  C38 1.509, H41 1.091, H42 1.092, H43 1.101
38 C 2.62 -2.03 -2.04  C37 1.509, C39 1.541, O40 1.401, H44 1.103
39 C 2.46 -3.35 -2.82  C38 1.541, H45 1.089, H46 1.093, H47 1.094
40 O 1.92 -2.06 -0.83  C38 1.401, H48 0.963
41 H 4.50 -2.50 -1.16  C37 1.091
42 H 4.13 -0.78 -1.20  C37 1.092
43 H 4.67 -1.61 -2.70  C37 1.101
44 H 2.16 -1.22 -2.62  C38 1.103
45 H 1.41 -3.53 -3.07  C39 1.089
46 H 2.85 -4.20 -2.26  C39 1.093
47 H 3.04 -3.28 -3.75  C39 1.094
48 H 1.42 -1.24 -0.74  O40 0.963
49 C -6.06 0.54 -3.13  C50 1.547, H60 1.100, H61 1.084, H62 1.091
50 C -5.51 -0.36 -4.27  C49 1.547, C51 1.530, N55 1.466, C59 1.505
51 C -4.10 -0.71 -3.78  C50 1.530, C52 1.542, H63 1.113, H64 1.094
52 C -3.49 -1.86 -4.61  C51 1.542, C53 1.534, H65 1.096, H66 1.097
53 C -4.38 -3.10 -4.46  C52 1.534, C54 1.494, H67 1.100, H68 1.101
54 C -5.76 -2.82 -4.94  C53 1.494, N55 1.505, C57 1.556, C58 1.497
55 N -6.20 -1.64 -4.12  C50 1.466, C54 1.505, O56 1.392
56 O -7.55 -1.47 -4.42  N55 1.392, H78 0.963
57 C -5.82 -2.70 -6.49  C54 1.556, H69 1.094, H70 1.092, H71 1.089
58 C -6.60 -3.98 -4.51  C54 1.497, H72 1.084, H73 1.092, H74 1.073
59 C -5.56 0.37 -5.58  C50 1.505, H75 1.088, H76 1.088, H77 1.092
60 H -5.51 1.49 -3.19  C49 1.100
61 H -5.95 0.11 -2.14  C49 1.084
62 H -7.11 0.79 -3.29  C49 1.091
63 H -3.45 0.18 -3.92  C51 1.113
64 H -4.11 -0.94 -2.71  C51 1.094
65 H -2.50 -2.09 -4.20  C52 1.096
66 H -3.33 -1.68 -5.68  C52 1.097
67 H -4.42 -3.39 -3.40  C53 1.100
68 H -3.92 -3.94 -5.01  C53 1.101
69 H -5.65 -3.70 -6.91  C57 1.094
70 H -6.77 -2.36 -6.92  C57 1.092
71 H -5.03 -2.07 -6.91  C57 1.089
72 H -6.18 -4.93 -4.82  C58 1.084
73 H -6.66 -3.96 -3.42  C58 1.092
74 H -7.60 -3.91 -4.90  C58 1.073
75 H -5.42 -0.28 -6.44  C59 1.088
76 H -4.81 1.16 -5.57  C59 1.088
77 H -6.55 0.82 -5.69  C59 1.092
78 H -7.57 -1.23 -5.35  O56 0.963
79 C 2.17 1.26 -9.81  C80 1.526, H90 1.096, H91 1.086, H92 1.096
80 C 2.30 0.26 -8.66  C79 1.526, C81 1.509, N85 1.510, C89 1.551
81 C 3.47 0.65 -7.80  C80 1.509, C82 1.517, H93 1.096, H94 1.096
82 C 3.54 -0.11 -6.49  C81 1.517, C83 1.526, H95 1.100, H96 1.093
83 C 2.23 0.19 -5.77  C82 1.526, C84 1.534, H97 1.098, H98 1.092
84 C 0.93 -0.17 -6.49  C83 1.534, N85 1.462, C87 1.569, C88 1.516
85 N 1.07 0.45 -7.81  C80 1.510, C84 1.462, O86 1.411
86 O -0.04 0.05 -8.58  N85 1.411, H108 0.969
87 C 0.72 -1.73 -6.41  C84 1.569, H99 1.100, H100 1.081, H101 1.099
88 C -0.19 0.57 -5.80  C84 1.516, H102 1.094, H103 1.095, H104 1.097
89 C 2.52 -1.14 -9.30  C80 1.551, H105 1.099, H106 1.089, H107 1.093
90 H 2.09 2.28 -9.43  C79 1.096
91 H 1.35 1.08 -10.50  C79 1.086
92 H 3.10 1.24 -10.39  C79 1.096
93 H 4.39 0.54 -8.39  C81 1.096
94 H 3.34 1.72 -7.60  C81 1.096
95 H 4.37 0.26 -5.87  C82 1.100
96 H 3.72 -1.18 -6.67  C82 1.093
97 H 2.22 1.28 -5.66  C83 1.098
98 H 2.26 -0.22 -4.75  C83 1.092
99 H -0.11 -2.10 -7.03  C87 1.100
100 H 1.61 -2.30 -6.63  C87 1.081
101 H 0.41 -1.93 -5.37  C87 1.099
102 H -0.09 1.64 -6.03  C88 1.094
103 H -1.17 0.27 -6.18  C88 1.095
104 H -0.16 0.43 -4.71  C88 1.097
105 H 1.73 -1.35 -10.04  C89 1.099
106 H 2.54 -1.93 -8.56  C89 1.089
107 H 3.46 -1.13 -9.85  C89 1.093
108 H 0.10 -0.91 -8.64  O86 0.969
109 C 0.29 2.41 0.82  C110 1.513, H120 1.099, H121 1.090, H122 1.096
110 C 0.71 0.96 0.64  C109 1.513, C111 1.546, N115 1.471, C119 1.523
111 C 0.46 0.17 1.94  C110 1.546, C112 1.547, H123 1.095, H124 1.101
112 C -1.04 -0.14 2.13  C111 1.547, C113 1.507, H125 1.096, H126 1.099
113 C -1.44 -0.98 0.95  C112 1.507, C114 1.557, H127 1.102, H128 1.098
114 C -1.22 -0.22 -0.40  C113 1.557, N115 1.502, C117 1.538, C118 1.532
115 N 0.20 0.24 -0.54  C110 1.471, C114 1.502, O116 1.419
116 O 0.40 0.96 -1.74  N115 1.419, H138 0.976
117 C -1.42 -1.19 -1.58  C114 1.538, H129 1.087, H130 1.095, H131 1.092
118 C -2.28 0.87 -0.60  C114 1.532, H132 1.090, H133 1.084, H134 1.091
119 C 2.22 0.97 0.46  C110 1.523, H135 1.103, H136 1.097, H137 1.091
120 H 0.51 2.96 -0.10  C109 1.099
121 H 0.84 2.90 1.62  C109 1.090
122 H -0.78 2.55 1.04  C109 1.096
123 H 1.08 -0.73 1.88  C111 1.095
124 H 0.81 0.74 2.82  C111 1.101
125 H -1.63 0.78 2.22  C112 1.096
126 H -1.23 -0.72 3.05  C112 1.099
127 H -2.51 -1.25 1.03  C113 1.102
128 H -0.85 -1.90 0.95  C113 1.098
129 H -0.69 -2.00 -1.64  C117 1.087
130 H -2.39 -1.70 -1.58  C117 1.095
131 H -1.39 -0.65 -2.53  C117 1.092
132 H -2.88 1.00 0.30  C118 1.090
133 H -1.83 1.84 -0.76  C118 1.084
134 H -2.94 0.68 -1.45  C118 1.091
135 H 2.50 1.44 -0.49  C119 1.103
136 H 2.69 -0.03 0.46  C119 1.097
137 H 2.71 1.53 1.26  C119 1.091
138 H -0.21 1.73 -1.65  O116 0.976
139 C -0.91 -8.52 -0.47  C140 1.530, H150 1.087, H151 1.090, H152 1.095
140 C -1.00 -7.69 0.81  C139 1.530, C141 1.518, N145 1.481, C149 1.523
141 C 0.30 -6.94 1.06  C140 1.518, C142 1.537, H153 1.099, H154 1.088
142 C 0.46 -5.72 0.15  C141 1.537, C143 1.508, H155 1.095, H156 1.093
143 C -0.72 -4.80 0.37  C142 1.508, C144 1.553, H157 1.098, H158 1.101
144 C -2.07 -5.49 0.02  C143 1.553, N145 1.515, C147 1.489, C148 1.495
145 N -2.11 -6.72 0.91  C140 1.481, C144 1.515, O146 1.428
146 O -3.31 -7.44 0.60  N145 1.428, H168 0.959
147 C -3.16 -4.63 0.56  C144 1.489, H159 1.091, H160 1.087, H161 1.092
148 C -2.25 -5.69 -1.45  C144 1.495, H162 1.088, H163 1.106, H164 1.084
149 C -1.20 -8.68 1.95  C140 1.523, H165 1.082, H166 1.101, H167 1.102
150 H -0.79 -7.92 -1.37  C139 1.087
151 H -1.80 -9.14 -0.60  C139 1.090
152 H -0.06 -9.20 -0.39  C139 1.095
153 H 0.30 -6.60 2.11  C141 1.099
154 H 1.15 -7.60 0.92  C141 1.088
155 H 0.63 -5.99 -0.90  C142 1.095
156 H 1.38 -5.24 0.49  C142 1.093
157 H -0.55 -3.91 -0.25  C143 1.098
158 H -0.73 -4.49 1.42  C143 1.101
159 H -4.12 -5.08 0.31  C147 1.091
160 H -3.11 -4.59 1.65  C147 1.087
161 H -3.17 -3.62 0.14  C147 1.092
162 H -3.12 -6.32 -1.66  C148 1.088
163 H -2.48 -4.72 -1.92  C148 1.106
164 H -1.41 -6.12 -1.98  C148 1.084
165 H -2.07 -9.31 1.83  C149 1.082
166 H -1.37 -8.08 2.87  C149 1.101
167 H -0.32 -9.32 2.14  C149 1.102
168 H -3.82 -7.42 1.41  O146 0.959
169 C -6.07 0.93 5.32  C170 1.517, H180 1.093, H181 1.099, H182 1.105
170 C -5.02 0.78 4.24  C169 1.517, C171 1.559, N175 1.535, C179 1.524
171 C -5.50 1.35 2.87  C170 1.559, C172 1.525, H183 1.108, H184 1.094
172 C -5.44 2.87 2.77  C171 1.525, C173 1.515, H185 1.094, H186 1.104
173 C -4.01 3.34 2.92  C172 1.515, C174 1.508, H187 1.091, H188 1.099
174 C -3.50 2.93 4.28  C173 1.508, N175 1.540, C177 1.503, C178 1.581
175 N -3.63 1.40 4.43  C170 1.535, C174 1.540, O176 1.435
176 O -3.18 1.01 5.74  N175 1.435, H198 0.967
177 C -2.01 3.16 4.34  C174 1.503, H189 1.095, H190 1.093, H191 1.097
178 C -4.06 3.83 5.46  C174 1.581, H192 1.103, H193 1.089, H194 1.100
179 C -4.68 -0.68 3.97  C170 1.524, H195 1.098, H196 1.089, H197 1.089
180 H -6.48 1.93 5.48  C169 1.093
181 H -5.68 0.56 6.28  C169 1.099
182 H -6.92 0.27 5.06  C169 1.105
183 H -4.80 0.95 2.11  C171 1.108
184 H -6.50 1.03 2.54  C171 1.094
185 H -6.11 3.30 3.51  C172 1.094
186 H -5.79 3.21 1.78  C172 1.104
187 H -3.93 4.42 2.76  C173 1.091
188 H -3.35 2.86 2.18  C173 1.099
189 H -1.54 2.57 3.55  C177 1.095
190 H -1.73 4.20 4.15  C177 1.093
191 H -1.58 2.83 5.29  C177 1.097
192 H -3.71 3.42 6.42  C178 1.103
193 H -3.60 4.81 5.38  C178 1.089
194 H -5.15 3.96 5.51  C178 1.100
195 H -4.38 -1.13 4.93  C179 1.098
196 H -3.83 -0.81 3.29  C179 1.089
197 H -5.50 -1.29 3.60  C179 1.089
198 H -2.47 0.41 5.48  O176 0.967
199 C 5.44 -1.37 2.23  C200 1.522, H210 1.096, H211 1.086, H212 1.106
200 C 4.96 -2.42 3.21  C199 1.522, C201 1.522, N205 1.461, C209 1.552
201 C 5.30 -1.90 4.60  C200 1.522, C202 1.507, H213 1.099, H214 1.106
202 C 4.64 -2.76 5.65  C201 1.507, C203 1.504, H215 1.102, H216 1.102
203 C 3.15 -2.74 5.46  C202 1.504, C204 1.511, H217 1.093, H218 1.096
204 C 2.75 -3.22 4.08  C203 1.511, N205 1.478, C207 1.561, C208 1.556
205 N 3.50 -2.47 3.06  C200 1.461, C204 1.478, O206 1.415
206 O 3.23 -3.08 1.81  N205 1.415, H228 0.970
207 C 2.78 -4.78 3.94  C204 1.561, H219 1.091, H220 1.082, H221 1.096
208 C 1.26 -2.82 3.88  C204 1.556, H222 1.081, H223 1.098, H224 1.101
209 C 5.77 -3.70 2.87  C200 1.552, H225 1.087, H226 1.091, H227 1.088
210 H 5.14 -1.68 1.22  C199 1.096
211 H 6.50 -1.12 2.24  C199 1.086
212 H 4.84 -0.47 2.45  C199 1.106
213 H 6.38 -1.79 4.79  C201 1.099
214 H 4.86 -0.89 4.63  C201 1.106
215 H 4.86 -2.40 6.67  C202 1.102
216 H 5.05 -3.78 5.57  C202 1.102
217 H 2.78 -1.72 5.61  C203 1.093
218 H 2.65 -3.35 6.22  C203 1.096
219 H 2.09 -5.21 4.67  C207 1.091
220 H 2.58 -5.11 2.93  C207 1.082
221 H 3.79 -5.13 4.20  C207 1.096
222 H 0.86 -3.03 2.90  C208 1.081
223 H 0.58 -3.28 4.62  C208 1.098
224 H 1.14 -1.73 4.03  C208 1.101
225 H 6.84 -3.54 2.83  C209 1.087
226 H 5.44 -4.13 1.92  C209 1.091
227 H 5.59 -4.50 3.59  C209 1.088
228 H 2.83 -2.40 1.24  O206 0.970
229 C 1.71 2.89 5.67  C230 1.536, H240 1.085, H241 1.101, H242 1.100
230 C 3.11 2.54 6.18  C229 1.536, C231 1.514, N235 1.513, C239 1.541
231 C 3.85 1.63 5.22  C230 1.514, C232 1.469, H243 1.104, H244 1.099
232 C 4.33 2.38 4.05  C231 1.469, C233 1.540, H245 1.103, H246 1.091
233 C 5.31 3.50 4.45  C232 1.540, C234 1.527, H247 1.099, H248 1.090
234 C 4.60 4.46 5.41  C233 1.527, N235 1.514, C237 1.505, C238 1.562
235 N 4.08 3.63 6.57  C230 1.513, C234 1.514, O236 1.418
236 O 3.40 4.50 7.46  N235 1.418, H258 0.972
237 C 5.68 5.26 6.09  C234 1.505, H249 1.099, H250 1.089, H251 1.094
238 C 3.61 5.41 4.67  C234 1.562, H252 1.100, H253 1.091, H254 1.092
239 C 2.88 1.76 7.48  C230 1.541, H255 1.088, H256 1.103, H257 1.100
240 H 1.66 3.41 4.73  C229 1.085
241 H 1.18 3.55 6.38  C229 1.101
242 H 1.06 2.01 5.53  C229 1.100
243 H 4.70 1.28 5.83  C231 1.104
244 H 3.25 0.77 4.89  C231 1.099
245 H 3.43 2.79 3.55  C232 1.103
246 H 4.79 1.71 3.32  C232 1.091
247 H 5.72 4.03 3.58  C233 1.099
248 H 6.13 3.10 5.04  C233 1.090
249 H 6.36 5.74 5.37  C237 1.099
250 H 5.31 6.03 6.77  C237 1.089
251 H 6.28 4.58 6.69  C237 1.094
252 H 4.16 6.21 4.16  C238 1.100
253 H 2.94 4.94 3.95  C238 1.091
254 H 3.00 5.88 5.44  C238 1.092
255 H 2.35 2.30 8.26  C239 1.088
256 H 3.86 1.45 7.88  C239 1.103
257 H 2.33 0.82 7.30  C239 1.100
258 H 3.83 4.24 8.29  O236 0.972

Calculated values
orbital gap	9.0630	eV
DFT total energy	-113398.67066	eV
HOMO level	-8.6	eV
energy above the lowest of the compared OMol25 structures with the same formula, charge and spin	0.000	eV
maximum force	2.8	eV Å⁻¹
structure (SMILES)	CC1(C)CCCC(C)(C)N1O.CC1(C)CCCC(C)(C)N1O.CC1(C)CCCC(C)(C)N1O.CC1(C)CCCC(C)(C)N1O.CC1(C)CCCC(C)(C)N1O.CC1(C)CCCC(C)(C)N1O.CC1(C)CCCC(C)(C)N1O.CC(C)O.CC(C)O.CC(C)O.CC(C)O
E_LUMO	0.42	eV

Mulliken atomic charge list, values in e, 99 entries: C -1.497; C 0.685; C -0.717; O 0.103; H 0.177; H 0.324; H 0.468; H 0.319; H 0.180; H -0.449; H 0.692; H -0.145; C -1.579; C 1.558; C -1.229; O -0.392; H 0.372; H 0.301; H 0.389; H -0.601; H 0.428; H 0.390; H 0.070; H 0.229; C -0.164; C 0.243; C -1.576; O -0.456; H -0.032; H -0.313; H 0.657; H 0.485; H 0.254; H 0.444; H 0.375; H 0.122; C -1.368; C 2.017; C -1.557; O 0.875; H 0.214; H 0.174; H 0.455; H -0.789; H 0.276; H 0.268; H 0.446; H -1.006; C -1.896; C 2.103; C 0.109; C -0.131; C -1.556; C 2.041; N -0.004; O -0.507; C -1.726; C -2.248; C -1.497; H 0.293; H 0.387; H 0.454; H -0.668; H -0.182; H 0.189; H 0.290; H 0.177; H 0.463; H 0.428; H 0.302; H 0.418; H 0.427; H 0.457; H 0.417; H 0.318; H 0.209; H 0.465; H 0.411; C -2.035; C 1.791; C -1.535; C -0.628; C -0.649; C 2.678; N -0.035; O -0.484; C -1.466; C -1.976; C -1.711; H 0.402; H 0.389; H 0.412; H 0.479; H 0.409; H 0.397; H 0.365; H 0.432; H -0.669; H 0.495